77
Properties=species:S:1:pos:R:3:lowdin_charge:R:1 method="wB97M-V/def2-TZVPD" gap_ev="5.93 / 6.25" lumo_energy_ev="-0.13 / 0.06" total_energy_ha=-2530.9913 multiplicity=3 total_charge=0 de_lowest_kcal_mol=39.05
P -0.31163 1.00992 -0.99264 1.04
C -1.94829 0.39998 -1.47068 -0.47
C -2.51689 1.10721 -2.71146 -0.22
C -3.94499 0.59911 -2.92666 -0.20
C -4.03963 -0.94458 -2.98957 -0.20
C -3.35740 -1.66396 -1.81198 -0.20
C -1.94145 -1.14365 -1.58261 -0.22
C 1.14135 0.27918 -1.85691 -0.45
C 1.09252 0.55443 -3.36125 -0.23
C 2.44116 0.14786 -3.94412 -0.21
C 2.80617 -1.31086 -3.61398 -0.20
C 2.62265 -1.70387 -2.13927 -0.21
C 1.30475 -1.23954 -1.55116 -0.21
C -0.21180 2.84032 -1.05522 -0.46
C -1.31372 3.46968 -0.15685 -0.22
C -1.26739 4.99984 -0.04296 -0.21
C 0.09950 5.54758 0.38213 -0.22
C 1.25887 4.90960 -0.39519 -0.20
C 1.14198 3.36847 -0.49550 -0.20
H -2.60216 0.66171 -0.61057 0.10
H -1.87088 0.91277 -3.58572 0.11
H -2.51753 2.20073 -2.56708 0.10
H -4.37524 1.06424 -3.82750 0.11
H -4.53671 0.91168 -2.05443 0.11
H -5.09493 -1.23068 -2.98401 0.10
H -3.59480 -1.28877 -3.93626 0.11
H -3.93279 -1.47280 -0.89266 0.11
H -3.32029 -2.75255 -1.97051 0.11
H -1.50700 -1.61426 -0.68505 0.11
H -1.31706 -1.42112 -2.44263 0.10
H 2.01031 0.84113 -1.44263 0.11
H 3.21195 0.79908 -3.51355 0.11
H 0.87320 1.61730 -3.55684 0.11
H 0.27860 -0.03224 -3.82428 0.11
H 2.41974 0.31396 -5.02553 0.11
H 3.85212 -1.47649 -3.88370 0.10
H 2.18763 -1.96349 -4.24048 0.11
H 2.71090 -2.78794 -2.00731 0.11
H 3.42775 -1.23317 -1.55730 0.11
H 1.22663 -1.48462 -0.47550 0.10
H 0.47302 -1.75798 -2.03708 0.08
H -0.35556 2.88974 -2.15474 0.09
H -2.32984 3.17633 -0.45209 0.10
H -1.15951 3.05733 0.85890 0.09
H -1.55620 5.46753 -0.99633 0.11
H -2.01168 5.30931 0.70108 0.11
H 0.25329 5.32977 1.44474 0.11
H 0.09911 6.63935 0.27639 0.10
H 2.20056 5.15540 0.11566 0.10
H 1.32035 5.36860 -1.39406 0.11
H 2.00556 2.97750 -1.05234 0.10
H 1.23242 2.94676 0.52823 0.10
W -0.02036 -0.22536 3.50060 0.81
Cl 1.95849 0.43469 2.51319 -0.03
Cl -2.00716 0.51636 2.49832 -0.05
C -0.30851 -1.89292 2.50113 -0.34
H -1.39003 -2.02201 2.24715 0.00
C 0.42773 -3.11055 2.14317 -0.32
C 1.85053 -3.19963 2.12641 -0.07
C 2.46883 -4.46437 2.02117 -0.09
C 1.70471 -5.61946 1.83797 -0.11
C 0.31274 -5.52755 1.68554 -0.10
C -0.31510 -4.29433 1.81449 -0.06
H 2.45837 -2.28556 2.11548 0.06
H 3.56063 -4.51966 1.98913 0.10
H -0.26789 -6.40009 1.38134 0.10
H -1.39126 -4.19323 1.58898 0.11
H 2.18222 -6.58740 1.68436 0.10
N 1.32316 0.17295 6.93471 0.03
C 1.39023 -1.21334 7.03637 -0.07
C 0.62208 -1.73420 6.04465 -0.11
N 0.04237 -0.67545 5.35233 -0.24
C 0.56699 0.52889 5.89873 -0.23
H 1.77590 0.80307 7.56497 0.15
H 1.88311 -1.66353 7.89001 0.12
H 0.25620 -2.72651 5.84518 0.12
H 0.15936 1.54837 5.74571 0.13